# 1
ORCA calculation (ωB97M-V/def2-TZVPD) on a single C4H5N molecule in a non-equilibrium geometry.

Geometry as XYZ:
```
10
C4H5N (ωB97M-V/def2-TZVPD)
C 0.3039 -2.1696 -0.3196
C -0.0577 -1.0390 -0.0560
C -0.5105 0.2319 0.4288
C -0.3051 1.3407 -0.5945
N 0.6477 1.0856 0.5331
H 0.5639 -3.1966 -0.4168
H -1.3162 0.4294 1.0233
H -0.8543 2.3024 -0.6578
H 0.0660 0.8420 -1.6257
H 0.4229 1.8395 1.1923
```

Orbital gap: 10.48 eV
E_HOMO: -9.491 eV
SMILES string: C#C[C@@H]1CN1
2S+1: 1

Atom charges from the Löwdin analysis, given in e for atoms 1 to 8: C 0.1275; C -0.1125; C -0.3574; C -0.1300; N 0.0055; H 0.0221; H 0.1054; H 0.1023



# 2
ORCA calculation (ωB97M-V/def2-TZVPD) on a single C4H7NO molecule.

Geometry as XYZ:
```
13
C4H7NO (ωB97M-V/def2-TZVPD)
C -1.1083 -0.8132 -0.0636
O 0.0578 -1.6047 -0.2214
C 0.8917 -0.6952 0.4545
C 1.1585 1.1340 -0.5822
N -0.1952 1.3628 -0.9521
C -0.3977 0.5135 0.1822
H -1.6892 -1.1121 0.8219
H -1.7532 -0.8537 -0.9485
H 0.8009 -0.7742 1.5504
H 1.9305 -0.8330 0.1679
H 1.3345 1.7481 0.3262
H -0.3798 0.8526 -1.8156
H -0.6505 1.0751 1.0804
```

Orbital gap: 9.29 eV
E_HOMO: -8.309 eV
2S+1: 1

Atom charges from the Löwdin analysis, given in e for atoms 1 to 8: C -0.1547; O -0.1026; C -0.1594; C 0.0140; N -0.0674; C -0.2938; H 0.1266; H 0.1277



# 3
ORCA calculation (ωB97M-V/def2-TZVPD) on a molecular structure, C35H26N5O6PRu in a non-equilibrium geometry.

Geometry as XYZ:
```
74
C35H26N5O6PRu (ωB97M-V/def2-TZVPD)
Ru -0.1121 1.3128 0.1665
O -3.2984 3.5820 0.7100
C -2.4883 2.7422 1.0449
O -2.0772 1.7829 0.2564
C -1.9419 2.7607 2.4822
C -1.5178 1.3842 3.0141
C -1.3604 1.4344 4.5374
C -0.0233 2.2068 4.6908
C 0.3247 2.5010 3.2299
O -0.1363 1.2994 2.5815
C -0.6181 3.5782 2.6567
C -0.0367 4.1867 1.3726
O 0.2891 5.3607 1.3697
O 0.0771 3.3968 0.3533
H -2.7343 3.1939 3.0891
H -2.0751 0.5401 2.6146
H -1.2919 0.4293 4.9505
H -2.2033 1.9394 5.0075
H 0.7448 1.5779 5.1401
H -0.1120 3.1180 5.2809
H 1.3777 2.6525 3.0039
H -0.7408 4.3973 3.3612
O 2.5472 2.3299 0.4054
C 2.1683 1.1714 0.3536
C 2.8542 -0.0440 0.1661
C 4.2774 -0.0659 0.2586
C 4.9352 -1.2687 0.2862
C 4.2322 -2.4823 0.2211
C 2.8493 -2.4637 0.0962
C 2.1543 -1.2655 0.0252
P 0.3662 -1.0920 -0.1825
C -0.1999 -2.6077 0.6350
C -0.7484 -3.6728 -0.0680
C -1.1836 -4.7988 0.6152
C -1.0802 -4.8606 1.9973
C -0.5305 -3.7966 2.6988
C -0.0882 -2.6719 2.0203
C 0.1427 -1.3123 -1.9947
C 1.1750 -1.8234 -2.7822
C 1.0402 -1.9100 -4.1622
C -0.1306 -1.4923 -4.7749
C -1.1644 -0.9842 -3.9992
C -1.0334 -0.8930 -2.6216
H 4.8142 0.8703 0.3386
H 6.0150 -1.2797 0.3745
H 4.7625 -3.4243 0.2596
H 2.3029 -3.3977 0.0294
H -0.8616 -3.6119 -1.1430
H -1.6284 -5.6195 0.0677
H -1.4444 -5.7301 2.5284
H -0.4617 -3.8352 3.7785
H 0.3315 -1.8336 2.5670
H 2.1033 -2.1367 -2.3241
H 1.8598 -2.2941 -4.7563
H -0.2331 -1.5557 -5.8514
H -2.0838 -0.6515 -4.4657
H -1.8431 -0.4963 -2.0232
N 2.7372 1.0393 -5.9148
C 1.9365 1.4225 -5.1851
C 0.9229 1.8989 -4.2917
C -0.2026 2.5609 -4.7777
C -1.1567 2.9898 -3.8784
C -0.9689 2.7368 -2.5278
N 0.1058 2.0953 -2.0684
C 1.0363 1.6879 -2.9232
H -0.3148 2.7273 -5.8408
H -2.0438 3.5114 -4.2080
H -1.6887 3.0458 -1.7785
H 1.8956 1.1748 -2.5068
N -2.3009 -0.9589 0.1112
C -3.0564 -1.4130 0.8778
N -3.8762 -1.8094 1.7956
C -4.3964 -3.0186 1.7780
N -4.8907 -4.0679 1.8510
```

Orbital gap (alpha / beta): 5.85 / 5.94 eV
E_HOMO (alpha / beta): -4.007 / -5.464 eV
Charge: -1
2S+1: 6

Atom charges from the Löwdin analysis, given in e for atoms 1 to 8: Ru 1.3551; O 0.0842; C -0.5796; O -0.2096; C -0.0978; C -0.2442; C -0.0878; C -0.0938



# 4
ORCA calculation (ωB97M-V/def2-TZVPD) on a molecular structure, C26H25CrNO4.

Geometry as XYZ:
```
57
C26H25CrNO4 (ωB97M-V/def2-TZVPD)
Cr 0.0487 1.7588 -0.4697
C -1.3990 0.4263 4.3614
C -0.6133 0.0807 3.0904
C 0.8824 -0.0046 3.3834
C -0.9747 1.0921 2.0275
C -0.3359 2.3427 1.9484
C -0.7617 3.3268 1.0599
C -1.8420 3.0898 0.1851
C -2.4041 4.1900 -0.6701
C -2.4323 1.8201 0.2252
C -2.0172 0.8495 1.1345
H -1.1719 -0.2965 5.1454
H -2.4771 0.4179 4.1924
H -1.1187 1.4175 4.7279
H -0.9580 -0.8937 2.7344
H 1.2366 0.8731 3.9298
H 1.4743 -0.1086 2.4816
H 1.0808 -0.8732 4.0112
H 0.5175 2.5434 2.5815
H -0.2725 4.2926 1.0499
H -1.6286 4.8755 -1.0086
H -3.1215 4.7648 -0.0814
H -2.9306 3.7954 -1.5384
H -3.2502 1.5996 -0.4510
H -2.5158 -0.1134 1.1472
O 3.6788 0.2796 0.3870
C 2.4988 0.1138 0.2333
O 1.6826 1.1785 0.1116
C 1.8734 -1.2386 0.2345
C 2.6934 -2.3165 0.5371
C 2.2213 -3.6338 0.5028
C 0.9117 -3.8102 0.1409
O 0.2296 -4.9750 0.0077
C -1.0674 -4.6329 -0.4960
O -1.1568 -3.1921 -0.5023
C 0.0835 -2.7442 -0.1533
C 0.5253 -1.4534 -0.0966
H 3.7283 -2.1159 0.7802
H 2.8622 -4.4753 0.7269
H -1.8270 -5.0353 0.1680
H -1.1703 -5.0076 -1.5122
H -0.1622 -0.6627 -0.3790
C 0.0514 2.6761 -2.3165
C 0.3864 1.3260 -2.7765
C -0.6397 0.4370 -3.1650
C -0.3612 -0.8723 -3.4870
C 0.9560 -1.3247 -3.4190
C 1.9965 -0.4620 -3.0733
C 1.7126 0.8478 -2.7452
C 1.2249 -2.7266 -3.6461
N 1.4266 -3.8427 -3.8313
H -0.9175 3.0463 -2.6362
H 0.8333 3.4310 -2.3577
H -1.6610 0.7982 -3.2121
H -1.1516 -1.5550 -3.7670
H 3.0115 -0.8334 -3.0208
H 2.5113 1.5092 -2.4349
```

Orbital gap (alpha / beta): 5.83 / 7.16 eV
E_HOMO (alpha / beta): -10.989 / -10.989 eV
Charge: +1
2S+1: 4

Atom charges from the Löwdin analysis, given in e for atoms 1 to 8: Cr 0.8302; C -0.0386; C -0.3626; C -0.0312; C -0.1902; C -0.0107; C -0.0620; C -0.3218



Which value of 2S+1 does entry 3 give? 6



What is the formula in the third record? C35H26N5O6PRu